No. 1
Density functional theory data (ωB97M-V/def2-TZVPD) for a 3-piece molecular cluster, C2H9N3O3 overall.

Computed properties:
relative energy (zero: lowest compared OMol25 entry of this formula, charge and spin)	0.000	eV
orbital gap	10.07	eV
structure (SMILES)	[H]/N=N\[H].CNC(=O)O.O
net charge	0
M	123.1	g mol⁻¹

```
17
Properties=species:S:1:pos:R:3:forces:R:3
H -2.506 1.324 0.458 0.23 0.06 0.50
N -1.543 1.652 0.253 0.01 0.48 -0.05
N -0.852 2.009 1.201 -0.10 0.16 0.11
H -1.254 1.946 2.159 -0.52 -0.16 -0.40
C 1.626 -1.195 -0.745 0.50 0.58 0.26
N 0.354 -0.644 -1.159 -0.40 0.13 -0.47
C -0.789 -0.788 -0.441 0.73 -0.90 -0.77
O -0.810 -1.140 0.714 -0.34 0.11 0.18
O -1.940 -0.666 -1.157 -0.29 0.22 0.45
H 1.451 -1.958 0.011 0.03 0.02 -0.07
H 2.262 -0.405 -0.317 -0.15 -0.41 -0.06
H 2.124 -1.630 -1.611 -0.06 -0.11 0.04
H 0.324 -0.190 -2.059 -0.08 -0.11 0.16
H -1.789 -0.377 -2.063 0.16 -0.03 0.04
O 1.526 0.687 1.592 -1.08 1.54 0.07
H 0.949 -0.081 1.697 -0.07 0.01 -0.07
H 0.867 1.457 1.467 1.42 -1.61 0.06
```
Forces are in eV/Å.

Mulliken population analysis, charges in e, atoms 1 to 4: 0.221 -0.156 -0.280 0.217

---

No. 2
Density functional theory data (ωB97M-V/def2-TZVPD) for C2H9N4 as an isolated structure.

Computed properties:
relative energy (zero: lowest compared OMol25 entry of this formula, charge and spin)	1.359	eV
orbital gap	10.72	eV
net charge	+1
M	89.1	g mol⁻¹

```
15
Properties=species:S:1:pos:R:3:forces:R:3
C -1.199 -0.847 0.095 0.41 -1.05 1.01
C 1.104 -0.420 -0.275 2.94 -2.34 0.23
N -2.380 -0.599 -0.422 0.45 1.18 -0.29
N 1.923 0.625 -0.456 2.67 -3.63 -0.08
N 1.700 -1.638 -0.035 -0.83 0.83 0.25
N -0.172 -0.294 -0.460 -1.21 1.31 -0.19
H -1.112 -1.490 0.983 -0.25 0.10 -0.21
H -2.201 0.204 -1.060 -1.48 -0.85 0.16
H -3.275 -0.830 0.018 0.67 0.24 -0.42
H 2.915 0.511 -0.810 -1.90 0.30 0.93
H 1.456 1.425 -0.601 -1.50 3.71 -1.02
H 1.137 -2.310 0.505 0.80 0.27 -0.76
H 2.720 -1.685 -0.004 -0.70 -0.15 0.35
H -0.869 2.783 0.602 0.71 -1.08 -0.33
H -0.470 2.134 0.412 -0.77 1.15 0.36
```
Forces are in eV/Å.

Mulliken population analysis, charges in e, atoms 1 to 4: 0.054 0.570 -0.289 -0.337

---

No. 3
Density functional theory data (ωB97M-V/def2-TZVPD) for a 2-piece molecular cluster, C2H9N4 overall.

Computed properties:
relative energy (zero: lowest compared OMol25 entry of this formula, charge and spin)	1.547	eV
orbital gap	10.84	eV
net charge	+1
M	89.1	g mol⁻¹

```
15
Properties=species:S:1:pos:R:3:forces:R:3
C -1.311 -0.112 0.027 1.48 -2.73 0.01
C 1.630 0.519 0.303 0.00 -0.07 -3.61
N -2.458 -0.866 -0.013 -0.19 3.29 -0.24
N -1.251 1.219 -0.280 -2.11 -0.31 0.14
N 2.578 -0.208 -0.288 -1.11 -0.58 4.08
N -0.127 -0.628 0.220 2.11 -0.42 0.32
H 1.629 0.671 1.338 -0.29 -0.27 1.35
H 1.440 1.393 -0.340 -0.62 -0.36 0.78
H -3.287 -0.314 0.149 -0.26 -0.11 -0.30
H -2.584 -1.791 0.289 0.70 -1.23 0.61
H -2.166 1.580 -0.566 0.81 0.29 -0.17
H -0.483 1.330 -0.921 -0.32 0.65 -0.15
H 2.936 -0.966 0.252 0.58 -0.44 0.11
H 2.913 -0.135 -1.178 0.46 0.51 -2.76
H 0.132 -1.651 0.327 -1.24 1.78 -0.17
```
Forces are in eV/Å.

Mulliken population analysis, charges in e, atoms 1 to 4: 0.562 -0.242 -0.395 -0.426

---

No. 4
Density functional theory data (ωB97M-V/def2-TZVPD) for C2H9N4O as an isolated structure.

Computed properties:
relative energy (zero: lowest compared OMol25 entry of this formula, charge and spin)	0.249	eV
orbital gap (alpha / beta)	2.85 / 7.33	eV
net charge	-2
2S+1	2
M	105.1	g mol⁻¹

```
16
Properties=species:S:1:pos:R:3:forces:R:3
N -2.893 -0.960 -0.624 0.86 -0.87 -0.64
C -1.624 -0.477 -0.210 -1.33 -0.76 -0.38
N -0.535 -0.901 -0.919 -0.20 0.54 0.55
N -1.611 0.313 0.825 2.62 -0.03 -0.59
H -3.684 -0.379 -0.398 -0.16 0.24 0.07
H -2.944 -1.323 -1.582 -0.06 0.08 0.33
H -0.623 -1.736 -1.504 -0.53 0.74 0.33
H 0.525 -0.654 -0.478 -0.55 -0.09 -0.10
H -2.444 0.217 1.338 -1.51 0.16 0.26
N 2.844 1.694 0.310 -0.06 0.74 -1.53
C 1.849 0.714 0.774 -0.42 -1.27 0.06
O 1.724 -0.419 -0.016 0.85 1.04 0.51
H 2.569 1.924 -0.685 0.42 -0.36 1.34
H 3.727 1.194 0.217 -0.12 -0.06 -0.12
H 2.210 0.408 1.778 -0.07 0.21 0.12
H 0.895 1.264 0.925 0.26 -0.31 -0.21
```
Forces are in eV/Å.

Mulliken population analysis, charges in e, atoms 1 to 4: -1.453 -3.808 0.355 0.079

---

No. 5
Density functional theory data (ωB97M-V/def2-TZVPD) for a 2-piece molecular cluster, C2H9N4O overall.

Computed properties:
relative energy (zero: lowest compared OMol25 entry of this formula, charge and spin)	2.048	eV
orbital gap	8.58	eV
net charge	+1
M	105.1	g mol⁻¹

```
16
Properties=species:S:1:pos:R:3:forces:R:3
N -0.157 1.064 2.765 -0.14 1.28 0.47
C -0.643 0.049 1.938 1.93 -1.94 -2.28
N -0.935 -1.266 2.443 -0.27 0.22 -0.31
O -0.643 0.213 0.722 -1.04 0.31 0.25
H 0.867 1.199 2.643 -0.99 -0.40 0.24
H -0.589 1.911 2.344 0.62 -0.45 0.57
H -1.631 -1.664 1.783 0.80 0.23 0.53
H -0.092 -1.876 2.385 -0.77 0.77 0.39
N -0.192 0.630 -2.758 -1.75 2.79 -0.94
C 0.617 -0.351 -2.819 1.98 -2.14 2.20
N 1.734 -0.371 -2.050 -1.16 0.37 -0.88
H 0.112 1.548 -2.367 -0.59 -1.13 -0.22
H -1.075 0.639 -3.308 1.09 -0.05 0.72
H 0.285 -1.282 -3.316 0.59 0.71 0.00
H 2.370 -1.162 -2.094 -0.24 0.36 0.09
H 1.902 0.391 -1.364 -0.04 -0.94 -0.83
```
Forces are in eV/Å.

Mulliken population analysis, charges in e, atoms 1 to 4: -0.585 0.524 -0.572 -0.581

---

No. 6
Density functional theory data (ωB97M-V/def2-TZVPD) for a 2-piece molecular cluster, C2H9N4O overall.

Computed properties:
relative energy (zero: lowest compared OMol25 entry of this formula, charge and spin)	1.886	eV
orbital gap	11.04	eV
net charge	+1
M	105.1	g mol⁻¹

```
16
Properties=species:S:1:pos:R:3:forces:R:3
C 0.897 0.591 0.037 0.67 -1.16 -1.56
C -0.185 -1.623 -0.114 0.57 1.42 1.04
N 0.663 1.894 0.103 -1.51 1.59 0.95
N 2.102 0.048 -0.123 0.08 -2.24 -0.29
N 0.912 -2.203 0.139 -1.36 -2.70 -0.56
N -0.182 -0.239 -0.038 -0.80 0.84 0.06
O -2.818 0.410 0.030 1.52 -2.31 1.46
H -1.266 -1.821 -0.274 0.91 -1.57 -0.05
H 1.145 2.704 -0.203 1.84 -0.25 -0.55
H -0.163 2.312 0.524 -0.31 -1.25 -0.08
H 3.014 0.376 -0.331 0.27 2.07 0.25
H -3.205 1.094 -0.444 -1.32 2.13 -1.17
H 2.225 -1.008 -0.236 -1.59 1.50 0.52
H 0.769 -3.227 0.125 0.34 0.52 -0.03
H -1.188 0.048 -0.158 1.23 1.18 0.15
H -2.722 0.643 0.962 -0.56 0.24 -0.15
```
Forces are in eV/Å.

Mulliken population analysis, charges in e, atoms 1 to 4: 0.580 0.066 -0.336 -0.307

---

No. 7
Density functional theory data (ωB97M-V/def2-TZVPD) for a 2-piece molecular cluster, C2H9N5 overall.

Computed properties:
relative energy (zero: lowest compared OMol25 entry of this formula, charge and spin)	5.103	eV
orbital gap	7.10	eV
net charge	0
M	103.1	g mol⁻¹

```
16
Properties=species:S:1:pos:R:3:forces:R:3
N -0.336 -1.120 0.121 -0.01 -0.08 -0.22
C 0.307 0.080 -0.544 0.16 -0.31 -0.26
N -1.226 -1.965 -0.646 0.27 0.36 0.19
N -0.660 0.910 -1.130 0.11 -0.05 0.11
N 1.533 -0.104 -0.830 -0.44 0.07 0.17
H 0.441 -1.686 0.467 -0.02 0.04 -0.05
H -1.944 -1.342 -1.006 0.04 -0.02 0.00
H -0.698 -2.301 -1.449 0.00 0.06 0.05
H -0.282 1.469 -1.884 0.03 -0.04 0.07
H -1.128 1.496 -0.451 0.04 -0.05 0.03
H 1.939 0.677 -1.339 -0.06 0.00 0.02
C 0.106 0.950 1.760 -0.23 -0.13 -0.17
N 1.299 1.253 2.090 0.11 0.03 -0.03
H 1.974 0.746 1.494 -0.11 0.02 0.04
H -0.647 1.508 2.360 0.11 0.02 0.04
H -0.678 -0.571 0.987 0.00 0.06 -0.01
```
Forces are in eV/Å.

Mulliken population analysis, charges in e, atoms 1 to 4: -0.016 0.219 -0.722 -0.485

---

No. 8
Density functional theory data (ωB97M-V/def2-TZVPD) for a 2-piece molecular cluster, C2H9N6 overall.

Computed properties:
relative energy (zero: lowest compared OMol25 entry of this formula, charge and spin)	1.583	eV
orbital gap	9.29	eV
net charge	+1
M	117.1	g mol⁻¹

```
17
Properties=species:S:1:pos:R:3:forces:R:3
C 0.153 -0.719 -0.203 -0.11 -1.29 -0.45
C -2.066 -0.863 -1.445 0.58 -4.63 -4.28
N -0.290 -2.558 -1.430 -3.55 0.06 -0.76
N 0.786 -2.783 -0.908 2.96 0.41 1.04
N -0.779 -1.368 -0.994 1.99 0.59 1.08
N 1.130 -1.675 -0.168 -2.85 0.26 -1.45
N 0.093 2.097 0.707 1.79 0.99 1.65
N 2.394 -1.578 0.327 0.76 -0.23 0.70
H -0.099 1.062 0.434 0.43 -0.14 0.02
H -2.309 -0.042 -0.930 -1.14 2.88 2.03
H -1.945 -0.639 -2.557 -0.29 0.05 1.41
H -2.820 -1.725 -1.432 0.94 1.48 0.45
H -0.714 2.673 0.922 -0.57 0.16 -1.00
H 0.549 2.189 1.668 -0.14 -0.87 -1.47
H 0.773 2.546 0.031 -1.29 -0.49 0.74
H 3.039 -2.159 -0.230 -0.51 0.61 0.25
H 2.565 -0.591 0.266 1.00 0.17 0.03
```
Forces are in eV/Å.

Mulliken population analysis, charges in e, atoms 1 to 4: -0.590 -0.726 -0.361 -0.368